No. 1
9
Properties=species:S:1:pos:R:3 method="wB97M-V/def2-TZVPD" energy_ha=-526.9705 spin_multiplicity=1 orbital_gap_ev=8.4
C -1.17 2.00 0.16
C -0.30 1.23 -0.22
C -0.02 -1.75 0.48
C 0.57 0.16 -0.56
O -0.66 -2.47 -0.13
I 2.64 0.38 0.32
H -2.06 2.51 0.01
H 0.37 -1.99 1.52
H 0.64 -0.07 -1.58

---

No. 2
13
Properties=species:S:1:pos:R:3 method="wB97M-V/def2-TZVPD" energy_ha=-1473.8503 spin_multiplicity=1 orbital_gap_ev=7.9
C -0.29 -0.37 -0.41
C 0.99 -1.07 -0.09
C -0.18 0.94 -0.76
C 2.08 -0.51 -0.46
O 3.54 2.67 0.20
O 2.94 1.17 1.99
O 1.59 1.88 -2.45
S 3.99 1.74 1.21
S 1.56 1.61 -1.01
I 4.10 -0.83 -0.31
H -1.22 -0.96 -0.20
H 0.98 -2.17 0.37
H -0.91 1.60 -1.14

---

No. 3
10
Properties=species:S:1:pos:R:3 method="wB97M-V/def2-TZVPD" energy_ha=-925.2682 spin_multiplicity=1 orbital_gap_ev="8.1 / 5.6"
C 0.21 0.04 -0.07
C -1.01 0.10 -0.73
C 0.47 1.11 0.73
C -1.67 1.36 -0.58
O -2.60 1.80 -1.19
S -0.58 2.44 0.47
I -4.91 -0.24 0.17
H 0.86 -0.83 -0.18
H -1.33 -0.62 -1.49
H 1.33 1.42 1.42

---

No. 4
10
Properties=species:S:1:pos:R:3 method="wB97M-V/def2-TZVPD" energy_ha=-1248.1229 spin_multiplicity=3 orbital_gap_ev="8.3 / 6.0"
C 0.14 1.20 0.73
C 0.64 0.52 -0.40
C 0.00 0.38 1.80
C 1.00 -0.71 -0.08
S 0.46 -1.25 1.50
S -0.26 -2.57 -2.16
I -1.80 -1.39 -3.29
H -0.26 2.12 0.73
H 0.71 1.06 -1.48
H -0.63 0.64 2.64

---

No. 5
9
Properties=species:S:1:pos:R:3 method="wB97M-V/def2-TZVPD" charge=+1 energy_ha=-419.1773 spin_multiplicity=2 orbital_gap_ev="8.2 / 5.9"
C -2.79 0.62 -0.01
C -1.61 0.03 0.19
C -0.56 -0.67 0.05
C 0.59 -1.37 0.04
O 1.77 -0.91 -0.23
In 2.51 0.77 -0.23
H -3.71 0.18 0.37
H -2.85 1.58 -0.53
H 0.53 -2.44 0.30

---

No. 6
11
Properties=species:S:1:pos:R:3 method="wB97M-V/def2-TZVPD" charge=+2 energy_ha=-1103.9851 spin_multiplicity=1 orbital_gap_ev="7.3 / 4.7"
H -5.42 -2.59 3.21
C 2.11 0.01 -0.62
C 1.09 1.06 -0.47
C -0.19 0.73 -0.62
C -1.34 0.19 -0.37
O -2.41 -0.27 -0.31
O 3.31 0.25 -0.63
Mg 4.87 1.33 -0.31
H 1.76 -1.02 -0.77
H 1.43 2.08 -0.27
K -5.21 -1.78 1.16

---

No. 7
10
Properties=species:S:1:pos:R:3 method="wB97M-V/def2-TZVPD" charge=+2 energy_ha=-355.3449 spin_multiplicity=3 orbital_gap_ev="7.4 / 5.8"
C 1.70 -0.55 -1.52
C 0.97 -1.29 -2.19
H 0.38 -1.83 -2.91
Pt 1.41 1.05 0.31
O -1.45 0.94 2.14
C -1.14 0.62 1.08
C -0.52 0.02 0.03
Li 0.05 1.44 3.64
H -0.34 -1.04 0.19
H -1.05 0.63 -0.79

---

No. 8
8
Properties=species:S:1:pos:R:3 method="wB97M-V/def2-TZVPD" smiles="C#CN=C=C" energy_ha=-208.8388 spin_multiplicity=1 orbital_gap_ev=10.5
C 1.86 1.43 -0.27
C 0.67 1.27 -0.37
N -0.67 1.00 -0.45
C -0.97 -0.14 -0.07
C -1.22 -1.35 0.33
H 2.91 1.51 -0.17
H -1.41 -1.54 1.38
H -1.17 -2.17 -0.37

---

No. 9
8
Properties=species:S:1:pos:R:3 method="wB97M-V/def2-TZVPD" smiles=CC#CC#N energy_ha=-208.9013 spin_multiplicity=1 orbital_gap_ev=11.2
C -1.50 0.25 -0.05
C -0.05 0.13 -0.02
C 1.14 -0.06 0.01
C 2.48 -0.40 0.08
N 3.59 -0.73 0.15
H -1.83 1.27 -0.24
H -1.92 -0.08 0.91
H -1.90 -0.39 -0.84

---

No. 10
11
Properties=species:S:1:pos:R:3 method="wB97M-V/def2-TZVPD" charge=-1 smiles="O=C=CC(=O)N1C[N-]1" energy_ha=-414.0918 spin_multiplicity=1 orbital_gap_ev="6.0 / 6.0"
O -4.35 -0.12 0.44
C -3.35 0.05 -0.21
C -2.12 0.01 -0.60
C -1.10 -0.51 0.33
O -1.08 -1.59 0.98
N -0.20 0.45 0.61
C 1.07 0.39 -0.03
N 0.22 1.49 -0.20
H -1.56 0.62 -1.39
H 2.12 0.50 0.59
H 1.05 -0.21 -0.96